{
  "formula": "C7H11N2O",
  "method": "ωB97M-V/def2-TZVPD",
  "elements": ["C", "C", "C", "C", "C", "C", "C", "N", "N", "O", "H", "H", "H", "H", "H", "H", "H", "H", "H", "H", "H"],
  "xyz": [[-0.51941, -2.40585, 0.30702], [1.91969, 0.22862, 0.17080], [-0.06363, -1.12076, 0.25680], [-1.93254, 0.17417, -0.86520], [-0.69076, 1.07166, -1.04284], [-0.87596, 0.16176, 0.16804], [-1.36933, 0.77245, 1.48621], [4.29737, 0.37351, -0.20682], [3.12738, 0.37101, -0.44539], [1.32491, -0.92737, 0.24105], [0.37210, -3.07364, 0.27226], [-1.43925, -2.93793, 0.38837], [1.31701, 1.15042, -0.10144], [-2.87958, 0.60763, -0.68295], [-1.96447, -0.62730, -1.59079], [-0.11716, 0.79779, -1.94738], [-0.78798, 2.11866, -0.82987], [-1.77154, 1.76092, 1.11640], [-0.66532, 0.78422, 2.26262], [-2.15105, 0.19044, 2.10483], [4.86949, 0.52960, -1.06170]],
  "atomic_forces_ev_per_a": [[4.369, 1.258, -0.154], [-1.065, 0.321, -2.452], [-3.522, -0.209, -0.132], [1.011, 0.128, -1.345], [-0.859, -0.790, -0.283], [-0.213, -1.915, 0.786], [-1.797, 0.048, -0.652], [0.719, 0.164, 0.605], [-1.273, -1.020, 0.288], [2.479, 0.507, 0.200], [-0.859, 0.071, 0.236], [-0.866, 0.730, -0.137], [0.374, -0.845, 1.389], [-0.669, 0.452, 0.473], [0.014, -0.108, 0.126], [0.010, 0.127, 0.918], [-0.050, 0.380, -0.138], [0.340, -0.768, 1.399], [1.743, 1.012, 0.717], [0.510, 0.565, -1.928], [-0.394, -0.109, 0.083]],
  "nbo_charge": [-0.35, 0.45, 0.28, -0.37, -0.46, -0.16, -0.61, -0.11, -0.05, -0.39, 0.22, 0.26, 0.26, 0.24, 0.23, 0.24, 0.24, 0.23, 0.22, 0.25, 0.38],
  "charge": 1,
  "homo_energy_ev": -13.522,
  "total_energy_ev": -12452.5011,
  "max_force_ha_per_bohr": 0.0885,
  "smiles": "C=C(OC=[N+]=N)C1(C)CC1",
  "multiplicity": 1,
  "e_above_lowest_kcal_mol": 136.8
}